Record 1
The following is a quantum chemistry calculation of a cluster of 10 separate species, C55H55N5 in total at a distorted geometry, from the Open Molecules 2025 dataset.

Each line ends with the Mulliken charge.
Cartesian coordinates (Å):
N 1.6045 1.2622 4.7659  -0.604
N 0.1605 -0.8022 -5.0173  -0.469
N 1.7172 -5.3896 0.5045  -0.281
N -1.7155 -2.5354 -0.6507  -0.680
N -3.7489 -3.4740 3.6898  -0.560
C 1.9239 1.4033 3.4782  -0.279
C -3.3721 1.6190 -3.3871  -0.452
C 0.5030 2.5860 -2.9159  0.019
C 4.7472 -3.2606 -1.3067  0.524
C -2.2020 -1.7686 4.0657  0.259
C -3.2384 4.5812 2.6901  -0.282
C 4.1701 0.3239 0.4416  0.044
C 0.6991 0.1000 -5.7894  -0.409
C -2.7624 -1.5445 5.3412  -0.593
C 5.1139 2.4783 1.0720  -0.374
C -3.7931 0.3375 -3.4109  -0.538
C -0.2131 4.3269 -0.7875  -0.761
C 0.9438 -1.5696 -4.2131  -0.431
C -5.5471 2.4687 -2.8319  -0.403
C 4.6091 -4.5813 -1.7366  -0.066
C 6.4090 -4.2886 -3.2781  -0.398
C 5.6206 -2.4199 -1.9221  -0.055
C -6.0223 1.1521 -2.9931  -0.332
C -0.8120 -2.3240 0.3131  -0.800
C -4.2053 2.6933 -3.0599  -0.427
C 0.7002 3.9899 -3.0267  -0.436
C -5.1434 0.1022 -3.2447  -0.406
C 5.4104 -5.0884 -2.6857  -0.545
C -4.6283 3.0549 0.8117  -0.047
C 0.2349 -5.8683 2.3181  -0.530
C 5.1422 1.0768 1.1588  -0.658
C -4.2557 -3.2551 4.8775  -0.353
C 2.8536 -0.5000 -5.1518  -0.331
C 0.7345 -6.0901 1.0207  -0.158
C -0.7782 -1.3283 1.2450  -0.376
C 0.4262 1.8239 5.2130  -0.648
C 2.3231 -4.4538 1.3401  0.230
C 2.3304 -1.4253 -4.2487  -0.294
C -0.0132 2.1086 -1.7197  -0.692
C 3.3413 2.3568 -0.5585  0.045
C -4.4359 2.6195 2.0974  -0.559
C -0.3149 2.9786 -0.6459  0.266
C 6.4752 -2.8636 -2.9580  -0.650
C -0.0145 2.6747 2.9675  0.076
C -2.7013 -2.7879 3.2785  -0.546
C -3.8028 -2.3137 5.7835  -0.303
C 4.1948 3.1559 0.2700  -0.662
C 1.9115 -4.1775 2.6534  -0.670
C 1.1679 2.1161 2.5384  0.352
C -3.7013 3.3283 3.0323  -0.506
C -0.4274 2.5703 4.3659  -0.557
C -3.6134 5.1128 1.4678  -0.692
C 2.0733 0.3434 -5.9051  -0.347
C -1.8001 -0.3551 1.1807  0.648
C 0.7740 -4.8709 3.1162  -0.230
C 3.3696 0.9513 -0.5306  -0.541
C -2.8002 -0.5586 0.2114  -0.194
C 0.3633 4.8265 -2.0008  -0.886
C -4.2349 4.3513 0.5205  -0.178
C -2.7431 -1.6083 -0.6980  -0.739
H 2.9609 1.0654 3.2121  0.279
H -0.6809 -6.4448 2.5197  0.319
H 0.3521 -4.5896 4.0601  0.469
H -3.8239 3.6266 -2.8641  0.531
H 0.1007 -1.2088 1.8681  0.570
H -4.3573 4.7323 -0.4837  0.350
H 1.1659 4.4095 -3.9487  0.346
H 7.1835 -2.2209 -3.5244  0.376
H 2.6590 2.7379 -1.3298  0.281
H 6.9655 -4.7036 -4.1043  0.353
H 2.9327 -1.9700 -3.5599  0.560
H 4.1059 4.2054 0.3140  0.509
H -2.6582 5.1361 3.4002  0.419
H -3.5905 -1.7279 -1.4218  0.465
H 2.7410 0.3856 -1.1558  0.716
H 3.1780 -3.9139 0.9633  0.113
H -7.0909 0.9419 -2.8021  0.327
H -5.5214 -0.9125 -3.2167  0.383
H -4.9987 -3.9687 5.2802  0.323
H 0.0276 -2.9771 0.3376  0.664
H 2.5606 -3.4251 3.1660  0.390
H -0.7384 3.0391 2.2756  0.402
H -3.0249 -0.4545 -3.5782  0.515
H -1.7624 0.5761 1.7263  0.465
H -2.3280 1.7979 -3.5483  0.447
H -3.3404 2.8369 3.9222  0.453
H -4.9542 1.7734 2.4031  0.514
H -0.1713 1.0656 -1.5965  0.789
H 0.7343 1.9834 -3.7708  -0.038
H 5.6613 -1.3399 -1.6020  0.202
H -4.3410 -2.0893 6.7171  0.371
H 0.4136 -2.3515 -3.7098  0.507
H -5.1022 2.4869 -0.0378  0.201
H -3.3830 6.1355 1.1617  0.359
H 2.5098 1.1569 -6.5035  0.385
H 0.4880 5.8826 -2.0912  0.442
H 0.1388 -6.7916 0.3973  0.333
H 0.0533 0.7265 -6.3521  0.428
H -2.4584 -0.6308 5.9809  0.228
H 5.2894 -6.0612 -3.1597  0.357
H 1.4886 2.1169 1.4904  0.098
H 5.8811 3.0227 1.6393  0.308
H 0.2718 1.5568 6.2868  0.387
H 4.1805 -2.8806 -0.4275  -0.482
H -0.4774 5.0076 -0.0069  0.608
H -3.7443 0.0864 0.0656  -0.006
H -6.1633 3.3262 -2.4939  0.368
H 5.7498 0.4327 1.8579  0.341
H 3.9306 -0.4157 -5.0674  0.389
H -2.2745 -2.9965 2.3537  0.919
H 3.7381 -5.1414 -1.3359  0.367
H -0.8162 2.5088 0.1986  0.294
H -1.4582 -1.0816 3.6978  0.249
H -1.3493 2.9669 4.6378  0.492
H 4.1397 -0.8001 0.6035  0.030

Calculated values
SMILES: c1ccccc1.c1ccccc1.c1ccccc1.c1ccccc1.c1ccccc1.c1ccncc1.c1ccncc1.c1ccncc1.c1ccncc1.c1ccncc1
Max |F|: 4.1 eV/A
E_LUMO: 0.6 eV
E_HOMO: -9.213 eV
E: -2402.4369 Eh
Total charge: 0
Frontier orbital gap: 9.786 eV



Record 2
The following is a quantum chemistry calculation of a structure of composition C55H58BrInNO15S at a distorted geometry, from the Open Molecules 2025 dataset.

Each line ends with the Mulliken charge.
Cartesian coordinates (Å):
In -1.0820 0.9781 0.9986  0.775
Br 0.6770 2.7087 4.2235  -0.201
S -2.5757 1.2810 -1.0268  -0.612
O -2.0543 -6.9220 4.4087  -0.571
O 2.5347 -1.3892 -2.0150  -0.300
O -5.7861 -6.0147 0.7644  -0.571
O 5.9957 -4.2626 -4.7984  -0.585
O 0.3297 -3.1124 8.9158  -0.578
O -4.0584 0.6877 9.4537  -0.573
O 1.9128 2.8698 -5.9908  -0.403
O -0.5702 4.6665 9.6711  -0.545
O -2.9126 -2.6898 -2.7752  -0.549
O 1.9360 2.5348 -11.4589  -0.555
O -8.1623 -3.0016 -3.4175  -0.582
O 5.2581 1.7687 -3.4010  -0.193
O -3.0835 -1.6102 5.1594  -0.559
O 5.8480 1.1992 -8.1498  -0.533
O -2.4887 4.2115 -3.3692  -0.553
N -3.2549 -0.9992 1.8537  0.025
C 3.9318 -4.2014 -3.6683  -0.433
C -0.4507 -2.7661 8.0529  0.303
C 4.5808 -1.4661 -3.1353  0.028
C -1.8888 3.1198 10.8546  -0.339
C -2.3011 -1.9501 6.0185  0.051
C 4.9478 1.5049 -8.9029  0.349
C 2.7103 2.4491 -9.2350  -0.182
C 5.2008 -3.6030 -4.1594  0.230
C -4.1119 -2.7553 -2.9257  0.321
C -6.2033 -1.7167 -3.6854  -0.376
C -2.3688 -1.3871 7.3907  -0.307
C 2.0792 0.5280 1.3228  -0.519
C -0.5725 5.0121 3.1214  -1.377
C 2.8284 2.2278 -10.6954  0.256
C -0.2516 3.5569 2.7284  0.862
C 3.0551 -3.4879 -2.9661  -0.482
C 5.9280 2.5633 -2.4257  -0.963
C -6.1847 -4.0361 -2.6658  -0.335
C -3.9189 -5.6416 3.7555  -0.222
C 5.7525 1.9951 -1.0414  -0.856
C -1.8193 -0.8431 2.1124  -1.043
C 4.3007 1.8336 -0.5694  0.692
C 2.9329 1.7518 1.6425  -0.328
C -1.5117 -1.7675 8.3338  -0.298
C -1.2416 -2.9501 5.7373  -0.158
C -3.2666 1.6067 9.5012  0.427
C -1.8795 3.2473 8.3203  -0.455
C 0.8992 3.1642 -5.3800  0.107
C -0.8922 2.5253 -3.8278  0.096
C -6.9584 -2.9277 -3.2776  0.388
C -4.8853 -1.6349 -3.5154  -0.332
C 3.3175 -2.0620 -2.6483  0.011
C -0.7859 4.8571 -4.8441  -0.414
C 5.0682 1.2810 -10.3667  -0.439
C -4.8678 -3.9587 -2.5086  -0.264
C -2.9104 -6.7140 3.5753  0.333
C 1.0009 0.7537 0.2408  -0.826
C -1.4661 2.7414 2.3226  -1.541
C -3.9238 -7.2989 1.4182  -0.365
C 3.6918 2.1151 -8.4014  -0.056
C 0.3165 4.5211 -5.5053  -0.360
C -3.5492 -1.9944 0.8502  -0.879
C -1.3734 3.7609 9.6174  0.351
C -2.7583 2.2505 8.2676  -0.288
C 4.2939 1.8309 0.9598  -1.356
C 0.2142 2.1992 -4.4977  -0.475
C -4.8575 -5.4157 2.8403  -0.302
C -0.3836 -3.3281 6.6815  -0.557
C -2.9866 -7.5256 2.3343  -0.386
C -4.9348 -6.2278 1.6009  0.419
C 5.4570 -2.1778 -3.8401  -0.338
C -1.4793 3.8867 -3.9535  0.392
C 4.0850 1.6156 -11.1973  -0.422
C 4.6340 2.5322 -4.4120  -0.714
C -2.7646 2.1200 10.8004  -0.445
H -1.4917 3.7212 7.4269  0.558
H 5.6188 3.6061 -2.4684  0.536
H -0.8802 5.0463 4.1601  0.234
H 6.2750 1.0481 -0.9218  0.300
H -3.7718 -1.1683 2.7061  0.209
H -2.1548 3.4067 1.8084  0.372
H -2.2396 -8.3010 2.2220  0.410
H 4.7185 2.7950 1.2427  0.448
H 3.1330 1.7436 2.7133  0.336
H 2.4023 2.6831 1.4433  0.030
H 6.9953 2.5435 -2.6737  0.287
H -4.6224 -2.0133 0.6686  0.384
H 0.6645 1.2171 -4.4202  0.497
H -1.6843 -0.6018 3.1607  0.231
H 4.7310 -0.4226 -2.8860  0.466
H 4.9751 1.0635 1.3277  0.341
H -6.7511 -4.9032 -2.3500  0.415
H -3.1489 1.6347 11.6886  0.416
H 1.3097 1.5568 -0.4288  0.328
H 3.7118 2.6895 -0.8995  0.174
H -1.5468 -1.3754 9.3428  0.456
H 0.3081 5.6283 2.9737  0.383
H 2.7436 -0.2933 1.0494  0.293
H 0.8370 5.2112 -6.1583  0.414
H 2.1238 -3.9016 -2.5995  0.467
H -3.8421 -5.0584 4.6643  0.410
H 0.3981 -4.0540 6.4984  0.424
H -6.7851 -0.9076 -4.1077  0.415
H 3.7670 -5.2425 -3.9157  0.397
H 1.5769 0.2266 2.2410  0.323
H -3.0819 2.5168 -0.9509  0.046
H -2.0014 2.3873 3.2021  0.351
H -4.2901 -4.7563 -2.0589  0.451
H -5.5980 -4.6337 2.9481  0.415
H -1.2306 5.8417 -4.9198  0.406
H 3.8944 1.9042 -4.8934  0.161
H 3.8265 0.9400 -0.9653  -0.169
H -1.5084 3.5086 11.7906  0.401
H 0.4169 3.6160 1.8772  0.045
H -1.2085 -3.3402 4.7276  0.590
H 6.2112 2.7078 -0.3577  0.545
H 3.6177 2.2701 -7.3359  0.376
H 6.3841 -1.7582 -4.2094  0.480
H 5.3495 2.8728 -5.1635  0.278
H 4.1501 1.4618 -12.2671  0.404
H 0.9832 -0.1399 -0.3779  0.281
H -3.1356 1.8634 7.3292  0.508
H -1.2454 -1.7452 1.8733  0.273
H -4.3185 -0.7533 -3.7873  0.443
H -1.3667 5.3491 2.4671  0.352
H -3.1558 -0.6683 7.5784  0.591
H -3.0493 -1.7338 -0.0788  0.114
H 5.9930 0.8346 -10.7103  0.413
H -1.3992 1.8204 -3.1632  0.231
H 1.7872 2.8945 -8.8868  0.466
H -3.9954 -7.8756 0.5047  0.422
H 4.1061 3.3965 -4.0065  0.353
H -3.2450 -3.0053 1.1745  0.295

Calculated values
Max |F|: 1.3 eV/A
E_LUMO: -0.2 eV
E_HOMO: -4.036 eV
E: -6476.0482 Eh
Total charge: -1
Frontier orbital gap: 3.827 eV